A structure of composition C60H52FGeNO2P3RbS in a non-equilibrium geometry. Source: OMol25; level of theory: ωB97M-V with the def2-TZVPD basis set.

Geometry (Å):
Rb 15.378185 14.208432 5.201517
F 16.303592 13.500843 13.536965
Ge 15.880663 13.941756 11.878274
C 16.105610 15.704495 12.192908
C 16.876153 15.955827 13.410830
C 16.864180 17.358611 13.775624
C 16.145255 18.319497 13.270624
C 15.254312 18.117386 12.191536
C 15.084379 16.823194 11.797856
P 14.034257 16.564977 10.335056
C 12.707148 17.571149 10.769629
C 11.979296 18.629940 9.948577
C 10.923198 19.353336 10.606799
C 10.587889 19.080779 12.056580
C 10.940996 17.954060 12.604872
C 11.888165 17.003649 12.018479
C 14.572582 17.753976 8.962241
C 14.583360 17.431289 7.649851
C 14.939948 18.184665 6.632531
C 15.611539 19.444811 7.158360
C 15.573572 19.807628 8.420795
C 14.885571 19.044682 9.311571
C 17.535961 13.343549 10.805006
C 17.876113 12.014568 11.041612
C 19.315484 11.613989 10.553243
C 19.928448 12.349250 9.662540
C 19.407200 13.667796 9.275366
C 18.348625 14.255928 9.974557
P 17.802429 15.853959 9.085452
C 18.553809 15.917369 7.425604
C 17.822128 15.861227 6.302105
C 18.268250 15.768973 5.086363
C 19.733850 15.884690 4.818559
C 20.416988 16.057534 5.935677
C 19.962628 16.164489 7.149180
C 18.897208 17.134729 9.714464
C 18.193723 18.277709 10.045664
C 18.685293 19.403046 10.622473
C 20.051246 19.321980 11.077139
C 20.770165 18.278865 10.944735
C 20.174425 17.155969 10.241606
C 14.004771 13.235990 11.930808
C 13.751551 12.727242 13.172897
C 12.317147 12.401508 13.340043
C 11.448271 12.863356 12.434589
C 11.770088 13.232800 11.113149
C 13.145247 13.241050 10.802935
P 14.076067 13.552117 9.327029
C 12.635050 13.850902 8.167835
C 12.305845 13.061605 7.094397
C 11.191755 13.324339 6.322452
C 10.195167 14.269807 6.659297
C 10.334363 14.849834 7.813492
C 11.600329 14.762228 8.564607
C 14.495281 11.678710 8.853016
C 13.611975 10.571842 9.044635
C 14.099032 9.263685 8.895061
C 15.592337 9.157916 8.587624
C 16.421842 10.302203 8.681629
C 15.697492 11.504829 8.836288
H 17.629958 15.481159 13.850456
H 17.601323 17.598055 14.419525
H 15.965092 19.344111 13.520853
H 14.563493 18.767170 12.419091
H 12.683319 19.051436 9.266824
H 10.367126 20.516650 10.453044
H 9.786271 19.829615 12.576177
H 10.346544 17.957151 13.612159
H 12.497249 16.167016 12.298340
H 14.350365 16.481538 7.279407
H 15.017321 18.128361 5.430572
H 15.718890 20.311530 6.322142
H 16.061536 20.694999 8.792935
H 14.941325 19.357824 10.271632
H 17.706748 11.282433 11.724151
H 19.571702 10.558105 11.135335
H 20.885688 11.837404 9.013986
H 20.254232 14.566263 8.892752
H 16.846175 16.093338 6.551953
H 17.597713 15.939817 4.426583
H 20.051818 16.081917 3.693684
H 21.440074 15.669605 5.762051
H 20.555786 16.152131 7.974407
H 17.056742 18.145556 9.776620
H 18.007469 20.258040 11.055278
H 20.604835 20.349563 11.465764
H 21.948912 18.223855 11.035037
H 20.789229 16.313108 10.146558
H 14.291235 12.296678 13.839482
H 11.910488 11.898513 14.311327
H 10.476061 12.634664 12.711781
H 11.099792 13.799435 10.157457
H 12.924772 12.177266 6.833950
H 11.058601 12.602176 5.413560
H 9.299031 14.225226 6.043252
H 9.527836 15.558293 8.397797
H 11.653038 15.527279 9.370497
H 12.486660 10.570492 9.200589
H 13.411955 8.447276 9.025671
H 15.859679 7.777117 8.634307
H 17.230852 10.549950 8.065607
H 16.531029 12.213078 8.521496
O 14.437928 11.630489 4.850096
C 15.322018 10.645961 4.459055
C 16.699475 10.746228 5.004340
C 17.460300 9.749932 5.538279
C 18.703431 9.837845 5.980183
C 19.311651 11.068630 5.857832
C 18.602026 12.186307 5.353034
N 17.274576 11.973615 4.956686
H 13.486134 12.413612 3.679050
H 15.461790 10.909827 3.356031
H 14.789541 9.673865 4.737959
H 16.989888 8.791787 5.418271
H 19.101925 9.061379 6.492765
H 20.311942 11.337712 6.016329
H 18.812994 13.046054 5.311141
O 13.193483 13.310893 3.275555
H 13.821365 13.761177 2.795968
H 15.794005 14.827771 3.047768
S 15.409637 15.900408 2.232595
H 21.606411 10.514834 19.920096

Force components x, y, z for each atom (eV/Å):
Rb -0.80 -0.54 0.47
F 0.28 -0.90 0.12
Ge 0.57 -3.14 -1.68
C -1.72 5.55 2.87
C -4.11 5.73 -5.31
C 1.23 -3.82 -0.01
C -2.44 2.14 -2.80
C 3.19 -4.49 3.01
C 3.22 -2.26 -1.48
P 0.87 -0.64 -2.06
C -7.96 0.96 2.62
C 0.79 -0.40 4.53
C -0.34 2.70 2.99
C -2.47 4.66 -5.43
C 0.86 -4.46 3.74
C 1.98 4.74 -3.58
C -0.10 0.20 2.89
C -0.80 -3.46 -1.30
C 3.93 6.80 -2.36
C -2.17 0.23 -7.54
C 0.15 1.70 1.55
C 1.26 -2.00 -1.12
C -1.69 -0.30 0.79
C 6.59 3.25 -2.91
C -4.92 -3.39 4.02
C 3.62 0.59 -4.44
C 3.31 2.03 1.77
C -0.08 -1.95 -1.88
P -0.27 -0.49 0.60
C 4.64 0.61 0.76
C -1.69 -0.16 3.24
C 7.95 0.73 -0.89
C -6.49 0.35 -3.98
C 5.78 -1.69 -2.74
C -5.57 -1.55 3.56
C 1.19 0.63 2.56
C -4.50 0.47 -1.21
C 0.24 1.23 2.46
C -2.03 8.54 1.22
C 4.40 -6.06 -2.73
C 0.46 0.45 0.45
C 2.84 -0.46 -0.55
C -8.10 0.31 -3.90
C 3.02 -0.09 2.68
C -1.01 -0.40 -1.90
C 0.26 1.85 -2.75
C -1.09 1.14 2.65
P -0.64 -1.46 -2.73
C -1.40 1.87 2.17
C 0.56 -1.31 -1.22
C -0.31 -1.85 -2.06
C -0.21 -3.48 -3.44
C 0.83 4.35 6.48
C -0.92 0.56 -1.51
C -11.57 3.30 2.65
C -1.12 -2.06 -0.61
C 3.39 2.83 -0.21
C -1.74 -3.98 2.15
C -3.94 -2.66 -1.01
C 13.04 -0.81 -2.56
H 2.41 -2.98 1.48
H 2.10 0.81 2.76
H 1.39 0.53 1.36
H -4.46 3.67 -1.20
H -0.85 0.39 -1.32
H 2.11 -3.71 -0.93
H 2.20 -2.00 -1.34
H 1.78 -1.49 -1.36
H -0.91 -0.68 1.50
H -0.96 -2.03 0.47
H -0.65 -0.79 3.19
H 0.76 -2.25 1.97
H -0.09 0.42 -0.23
H -0.40 0.72 2.98
H -2.35 -1.38 2.09
H 0.10 2.80 -2.34
H -2.47 1.90 2.14
H -2.65 -3.53 0.38
H -2.60 -0.28 -0.38
H -4.09 0.56 -5.39
H -0.28 -1.08 2.74
H 0.42 1.59 0.65
H 2.09 0.37 1.82
H 2.27 0.95 0.71
H 1.37 -1.68 -1.39
H -1.72 -2.66 -0.72
H -2.73 0.21 0.42
H 0.86 -1.24 -0.12
H 4.42 -1.52 4.15
H 0.97 1.00 -1.87
H -2.22 0.26 0.02
H 1.28 -2.54 3.39
H -0.22 0.82 -0.15
H 0.12 1.71 1.66
H 0.08 0.54 0.21
H 1.88 -1.79 -1.97
H 0.37 -1.00 -0.48
H 1.53 0.91 -0.10
H 0.29 -0.44 -0.17
H -0.08 4.70 -0.70
H 2.15 -1.05 0.07
H -1.91 0.71 1.10
O 0.15 0.33 0.95
C -2.25 0.69 -0.86
C 1.75 2.93 0.22
C -3.08 -2.55 -1.43
C 1.05 2.92 -0.32
C -0.43 2.78 -0.91
C -6.76 -15.05 0.45
N 1.19 0.71 0.41
H 0.62 1.54 -0.36
H 0.11 -1.58 0.48
H 1.36 0.27 -0.93
H -0.17 -0.68 0.72
H 1.67 -2.38 1.09
H 1.54 -0.48 0.92
H 3.92 11.89 -0.62
O -3.10 -2.55 2.31
H 2.51 1.32 -1.91
H -0.10 1.16 -1.65
S 0.46 -0.98 1.14
H 0.02 -0.01 0.04

The value obtained for the HOMO-LUMO gap is 1.11 eV. The net charge is -2. The calculation puts the energy above the lowest of the compared OMol25 structures with the same formula, charge and spin at 7.198 eV. The value obtained for the maximum force is 16.505 eV/A.

Löwdin atomic charge list, values in e, 2 entries: atom 1 (Rb): 0.72, atom 2 (F): -0.27